(1)
C11H12N2PW as an isolated structure at a distorted geometry. Source: OMol25; level of theory: the ωB97M-V functional and the def2-TZVPD basis.

Last column: Löwdin charge in e.
Geometry (Å):
C 0.1864 -0.3179 -3.2626  -0.08
C -0.7564 -1.3257 -3.6561  -0.08
C -0.6091 -2.3797 -2.6926  -0.06
C 0.7028 -2.3034 -2.1405  -0.11
C 1.1155 -0.9368 -2.2689  -0.12
W 0.9716 1.6649 -0.1749  0.82
P -0.6672 3.0201 -1.0932  0.58
H 0.2335 0.7010 -3.6279  0.08
H -1.5426 -1.2054 -4.4047  0.10
H -1.2656 -3.2541 -2.6199  0.12
H 1.9411 -0.4505 -1.7166  0.06
H 1.2635 -3.0820 -1.6290  0.10
H -1.9420 3.4625 -0.6223  -0.07
H -1.0047 2.6162 -2.4521  -0.09
H -0.1058 4.3342 -1.3921  -0.07
N -0.1127 -0.7701 6.1871  0.20
C -0.0551 -0.5291 5.0440  -0.15
C 0.0439 -0.2292 3.6448  -0.18
C -0.2981 -1.1808 2.6783  0.03
C -0.1884 -0.8732 1.3159  -0.04
N 0.3159 0.3267 0.9257  -0.19
C 0.6356 1.2989 1.8882  -0.24
C 0.5168 1.0514 3.2180  0.03
H -0.6350 -2.1610 2.9683  0.13
H -0.4727 -1.5486 0.5066  0.12
H 0.9216 2.2843 1.3927  -0.01
H 0.8072 1.7873 3.9835  0.15

Output
HOMO energy (spin up / spin down): -11.32 / -10.82 eV
Net charge: +1
Energy: -943.6929 hartree
Kohn-Sham gap (spin up / spin down): 0.2439 / 0.2081 Eh
2S+1: 3


(2)
C31H76N5O15V as an isolated structure at a distorted geometry. Source: OMol25; level of theory: the ωB97M-V functional and the def2-TZVPD basis.

Last column: Löwdin charge in e.
Geometry (Å):
O 7.9172 -2.9713 -10.1722  -0.31
V 8.5667 -4.3931 -9.9464  0.90
O 7.9915 -5.3989 -11.0194  -0.31
O 12.4119 -3.3744 -9.6726  0.13
C 11.0889 -3.6007 -9.7140  -0.80
O 10.3217 -3.3605 -8.7813  0.00
O 10.6242 -4.2010 -10.7403  -0.07
H 12.5291 -3.9101 -10.4913  0.13
C 6.3363 -0.8224 -8.0733  -0.09
O 6.2279 -2.1377 -7.5730  -0.23
C 7.4309 -2.6126 -6.9960  -0.20
C 7.3476 -4.1393 -6.8630  -0.14
N 7.1560 -4.7682 -8.1826  -0.05
C 7.1804 -6.2430 -7.9905  -0.16
C 8.5827 -6.7905 -7.8475  -0.19
O 9.2896 -6.4836 -9.0471  -0.26
C 10.5797 -7.0833 -9.1914  -0.04
H 7.1910 -0.7638 -8.7506  0.09
H 6.5449 -0.2247 -7.1745  0.09
H 5.3707 -0.4985 -8.4544  0.09
H 7.4528 -2.1555 -5.9998  0.13
H 8.3053 -2.2858 -7.5634  0.11
H 6.4638 -4.3980 -6.2759  0.12
H 8.2896 -4.4283 -6.3987  0.13
H 6.1812 -4.5533 -8.4135  0.08
H 6.7335 -6.7458 -8.8484  0.13
H 6.6312 -6.5364 -7.0906  0.11
H 8.5957 -7.8468 -7.5676  0.13
H 9.1152 -6.3455 -6.9985  0.13
H 10.7267 -7.8170 -8.3927  0.09
H 11.3643 -6.3435 -9.0383  0.09
H 10.6817 -7.6786 -10.0976  0.09
C 11.0897 -11.7620 -15.0127  -0.10
O 10.4441 -10.4851 -15.0587  -0.21
C 11.3272 -9.3679 -15.2007  -0.19
C 11.4307 -8.7928 -13.7731  -0.21
N 10.2250 -8.3354 -13.0914  -0.03
C 9.5284 -7.2424 -13.8152  -0.19
C 10.3432 -5.9784 -13.9513  -0.19
O 11.1265 -6.1473 -15.1319  -0.22
C 12.1548 -5.2208 -15.2760  -0.12
H 11.3011 -12.0447 -13.9820  0.08
H 12.0037 -11.7692 -15.6130  0.08
H 10.4974 -12.5181 -15.5285  0.08
H 10.8445 -8.6733 -15.8892  0.11
H 12.2762 -9.6613 -15.6527  0.12
H 12.0804 -7.9124 -13.7641  0.10
H 12.0135 -9.5230 -13.2062  0.11
H 9.5610 -9.0990 -13.2075  0.10
H 8.6319 -7.0118 -13.2325  0.09
H 9.0790 -7.5576 -14.7626  0.12
H 10.9187 -5.7513 -13.0508  0.12
H 9.6967 -5.1378 -14.2288  0.11
H 12.6445 -5.4187 -16.2302  0.09
H 12.9478 -5.2932 -14.5210  0.09
H 11.7861 -4.1886 -15.2497  0.08
C 7.3395 -1.0105 -13.2298  -0.09
O 8.4565 -0.7906 -14.0739  -0.19
C 9.4953 -1.7181 -13.9825  -0.24
C 10.3903 -1.6930 -12.7402  -0.20
N 11.1725 -0.4728 -12.5965  -0.04
C 12.0757 -0.4767 -11.4526  -0.21
C 12.5269 0.9590 -11.2250  -0.23
O 11.4127 1.7431 -10.8014  -0.19
C 11.7909 3.0981 -10.5938  -0.12
H 6.9117 -2.0101 -13.3520  0.07
H 6.6425 -0.2236 -13.5116  0.09
H 7.7334 -0.9038 -12.2142  0.07
H 10.0821 -1.5388 -14.8893  0.12
H 9.1694 -2.7541 -14.1485  0.10
H 11.1216 -2.4970 -12.8364  0.11
H 9.6967 -1.9404 -11.9277  0.09
H 10.6118 0.3685 -12.5789  0.11
H 13.0157 -0.9986 -11.6459  0.12
H 11.6028 -0.8184 -10.5270  0.12
H 12.9728 1.4144 -12.1131  0.12
H 13.2780 0.9748 -10.4269  0.12
H 11.0052 3.8196 -10.8134  0.08
H 12.6999 3.4615 -11.0791  0.08
H 12.0134 3.2057 -9.5267  0.08
C 4.4747 -6.6920 -18.0153  -0.11
O 5.1469 -6.2429 -16.8544  -0.21
C 5.5990 -4.8983 -16.9759  -0.21
C 6.3480 -4.4454 -15.7068  -0.19
N 5.4646 -4.1275 -14.5649  -0.05
C 4.8144 -5.2988 -13.9557  -0.19
C 5.7508 -6.3768 -13.4434  -0.24
O 5.0522 -7.3644 -12.7268  -0.17
C 5.8700 -8.2877 -12.0596  -0.11
H 3.6342 -6.0432 -18.2635  0.09
H 4.2076 -7.7458 -17.9362  0.09
H 5.2113 -6.7724 -18.8244  0.08
H 4.6988 -4.2982 -17.1558  0.12
H 6.2307 -4.7753 -17.8625  0.12
H 6.9057 -3.5486 -15.9901  0.11
H 7.1595 -5.1196 -15.4319  0.11
H 4.7672 -3.5213 -14.9766  0.10
H 4.2403 -5.7427 -14.7759  0.10
H 4.0669 -4.9906 -13.2242  0.11
H 6.5476 -5.9434 -12.8293  0.09
H 6.3040 -6.8192 -14.2800  0.11
H 5.2960 -9.0343 -11.5091  0.08
H 6.3881 -7.7445 -11.2609  0.07
H 6.5562 -8.8259 -12.7187  0.09
C 4.8235 -3.4867 -10.2788  -0.05
O 4.6048 -4.3681 -9.1562  -0.22
C 3.5445 -3.8912 -8.3753  -0.24
C 3.2919 -4.6581 -7.1063  -0.19
N 2.6935 -5.9505 -7.4326  -0.06
C 2.4954 -6.8109 -6.2767  -0.20
C 3.7627 -7.4651 -5.6951  -0.23
O 4.4781 -8.2365 -6.6425  -0.19
C 5.5049 -9.0152 -6.0611  -0.12
H 3.9488 -3.5150 -10.9322  0.09
H 5.6458 -3.7764 -10.9358  0.08
H 5.0354 -2.5376 -9.7888  0.07
H 2.6393 -3.9512 -8.9905  0.13
H 3.7158 -2.8452 -8.0963  0.12
H 2.6451 -4.0912 -6.4371  0.13
H 4.2344 -4.8631 -6.5808  0.10
H 3.3090 -6.4915 -8.0327  0.11
H 1.7571 -7.5815 -6.5038  0.12
H 2.0509 -6.1751 -5.5068  0.12
H 3.5967 -8.0468 -4.7802  0.12
H 4.4200 -6.6989 -5.2585  0.11
H 5.0973 -9.6120 -5.2368  0.08
H 6.2536 -8.4134 -5.5326  0.08
H 6.0144 -9.7050 -6.7286  0.09

Output
HOMO energy: -8.15 eV
Energy: -3572.9493 hartree
Kohn-Sham gap: 0.3119 Eh


(3)
A 2-piece molecular cluster, C10H17N5 overall at a distorted geometry. Source: OMol25; level of theory: the ωB97M-V functional and the def2-TZVPD basis.

Last column: Löwdin charge in e.
Geometry (Å):
C 2.0136 0.5686 -2.1582  0.00
C 1.4321 0.1989 -0.9992  0.02
C 2.9156 -1.3333 -1.4459  -0.26
C -1.1558 3.0136 0.7265  0.00
C -1.5649 2.0229 1.5251  0.02
C -0.0847 1.3248 0.0194  -0.07
C 3.7557 -2.5322 -1.3569  0.05
C -2.6519 0.2805 -0.6108  -0.02
C -2.8585 -0.6968 1.6896  -0.02
C -1.9015 -0.2651 0.5925  -0.32
N 1.9768 -0.9610 -0.5566  0.17
N -0.2050 2.5405 -0.2031  0.18
N 2.9367 -0.4127 -2.4122  0.17
N -0.8946 0.7802 1.1112  -0.23
N -0.0356 0.1618 2.0569  0.16
H 1.8523 1.4161 -2.7912  0.14
H -1.4292 4.0530 0.7141  0.14
H -2.2470 2.0178 2.3511  0.14
H 4.5381 -2.4042 -0.6054  0.12
H 3.1709 -3.4033 -1.0654  0.11
H 4.2395 -2.7385 -2.3090  0.11
H -1.9832 0.6222 -1.3985  0.09
H -3.2648 -0.5174 -1.0227  0.11
H -3.3197 1.0929 -0.3349  0.10
H -3.5244 0.1064 1.9919  0.10
H -2.3573 -1.1034 2.5643  0.09
H -3.4806 -1.4938 1.2888  0.11
H -1.2674 -1.1076 0.2991  0.15
H 3.5521 -0.4280 -3.2165  0.20
H 1.7524 -1.4513 0.2994  0.18
H 0.6587 0.8251 2.3996  0.14
H -0.5684 -0.1766 2.8571  0.12

Output
HOMO energy: -17.04 eV
Net charge: +2
Energy: -664.2968 hartree
Kohn-Sham gap: 0.3529 Eh


(4)
C20H37GeIrN2O4 as an isolated structure. Source: OMol25; level of theory: the ωB97M-V functional and the def2-TZVPD basis.

Last column: Löwdin charge in e.
Geometry (Å):
Ir 0.0593 0.2517 -0.0953  1.70
C -1.9283 -3.1834 -0.7021  0.00
C -2.0763 -2.4707 0.6241  -0.59
C -2.1396 -3.4446 1.7935  -0.02
C -3.2348 -1.4947 0.6340  -0.01
O -0.7832 -1.6786 0.8336  -0.50
Ge 0.7792 -2.2366 1.5550  1.38
O 1.4137 -1.4032 -0.3002  -0.40
C 2.3488 -1.8728 -1.1721  -0.56
C 2.0829 -1.5370 -2.6200  0.02
C 2.7349 -3.3239 -0.8717  0.01
C 3.7958 -0.9970 -0.7411  0.18
O 0.9180 0.4173 1.4884  -0.38
C 1.7516 1.3831 2.3678  -0.55
C 0.8316 1.8665 3.4712  0.01
C 2.2226 2.4937 1.4514  0.00
C 2.8873 0.5362 2.9056  0.00
H -2.8058 -3.8053 -0.8756  0.13
H -1.0564 -3.8426 -0.7087  0.10
H -1.8481 -2.4751 -1.5304  0.08
H -3.0993 -3.9601 1.7631  0.13
H -2.0669 -2.9238 2.7501  0.11
H -1.3583 -4.2099 1.7282  0.09
H -4.1380 -2.0248 0.3353  0.12
H -3.0814 -0.6858 -0.0860  0.08
H -3.4017 -1.0832 1.6288  0.10
H 1.1377 -2.0099 -2.8983  0.12
H 2.8816 -1.9397 -3.2402  0.13
H 2.0227 -0.4619 -2.7952  0.10
H 1.8609 -3.9412 -1.1060  0.12
H 3.0508 -3.4798 0.1617  0.09
H 3.5544 -3.6307 -1.5192  0.13
H 3.5383 0.0533 -0.8424  0.09
H 4.4778 -1.3619 -1.5071  0.13
H 4.0722 -1.2993 0.2639  0.10
H 0.0361 2.5055 3.0919  0.09
H 1.4402 2.4630 4.1520  0.13
H 0.4047 1.0419 4.0432  0.11
H 1.3834 3.0736 1.0601  0.08
H 2.8281 2.1067 0.6277  0.09
H 2.8488 3.1739 2.0285  0.13
H 2.5350 -0.2364 3.5927  0.10
H 3.5487 1.1907 3.4737  0.13
H 3.4797 0.0892 2.1043  0.08
C -1.6750 0.0659 -4.0363  0.08
C -1.0475 0.7942 -2.9130  -0.37
O -0.6203 0.0878 -1.8976  -0.20
N -0.8963 2.0888 -2.8992  0.17
C -0.2944 2.8372 -1.7874  -0.06
C -1.2020 2.8612 -0.5803  -0.22
C -2.0603 3.9088 -0.3369  0.06
C -2.9011 3.8800 0.7746  0.07
C -2.8592 2.7847 1.6261  0.04
C -1.9897 1.7545 1.3458  -0.08
N -1.1749 1.7880 0.2644  -0.08
H -0.9738 -0.6807 -4.4149  0.12
H -1.9635 0.7357 -4.8439  0.12
H -2.5578 -0.4620 -3.6672  0.13
H -1.2302 2.6058 -3.7077  0.20
H -0.0971 3.8504 -2.1310  0.16
H 0.6830 2.3977 -1.5555  0.12
H -2.0676 4.7576 -1.0097  0.15
H -3.5749 4.7059 0.9703  0.16
H -3.4896 2.7251 2.5038  0.15
H -1.9164 0.8812 1.9772  0.12

Output
HOMO energy (spin up / spin down): -22.38 / -22.38 eV
Net charge: +4
Energy: -3374.3326 hartree
Kohn-Sham gap (spin up / spin down): 0.3426 / 0.2276 Eh
2S+1: 5